Entry 1:
{
  "formula": "C28H44CaCl3N4O3SeSi",
  "method": "wB97M-V/def2-TZVPD",
  "symbols": ["C", "C", "H", "H", "H", "C", "C", "H", "H", "H", "H", "Ca", "Cl", "Cl", "C", "O", "N", "C", "C", "H", "H", "H", "H", "H", "H", "H", "H", "H", "C", "C", "N", "H", "C", "O", "H", "H", "H", "H", "O", "C", "C", "C", "H", "C", "H", "C", "H", "C", "C", "H", "H", "H", "Si", "Cl", "C", "C", "C", "H", "H", "H", "H", "H", "H", "H", "H", "H", "C", "N", "C", "Se", "N", "C", "C", "C", "C", "C", "C", "H", "H", "H", "H", "H", "H", "H", "H"],
  "coordinates": [[2.24890, 1.52446, -5.60457], [1.71979, 0.33013, -4.88207], [2.40648, 1.24291, -6.65384], [3.21320, 1.89694, -5.22094], [1.51003, 2.33992, -5.53593], [1.71630, -0.89559, -5.43118], [2.13354, -1.20826, -6.82894], [1.33509, -1.74726, -4.85981], [3.20091, -1.03803, -7.03805], [1.54276, -0.64857, -7.57247], [1.92886, -2.27019, -6.98363], [-0.03263, 0.50282, 1.99081], [-0.95879, 3.11691, 1.40253], [2.11643, 1.36904, 0.11912], [-2.86120, -0.62360, 1.95464], [-2.01485, -0.53991, 2.89470], [-3.23733, -1.74447, 1.34669], [-2.68874, -3.03510, 1.75837], [-3.97639, -1.68958, 0.07869], [-3.31075, 0.27916, 1.51375], [-1.89184, -2.85357, 2.49180], [-2.28797, -3.56058, 0.87790], [-3.48749, -3.65148, 2.20642], [-4.01008, -0.64822, -0.26671], [-5.00372, -2.06440, 0.20547], [-3.48489, -2.30970, -0.68052], [3.92159, -0.46912, -0.73355], [2.98175, -2.70169, -1.92468], [4.01280, -1.16310, 0.11975], [3.00846, -3.15113, -0.92617], [2.90568, -2.11707, 0.09676], [4.00132, -0.60221, 1.05927], [1.87473, -2.05881, 0.95689], [1.67575, -1.11722, 1.76325], [2.17962, -3.85195, -0.82948], [1.18988, -2.92528, 0.91904], [4.94927, -1.72266, 0.00184], [3.95821, -3.68104, -0.82880], [2.18337, 0.88581, -2.57201], [1.16438, 0.58635, -3.45538], [0.45573, -1.55061, -2.14132], [0.17415, -0.55702, -3.08098], [1.35132, -1.44534, -1.53149], [-0.44354, -2.61171, -1.95207], [0.53231, 1.50173, -3.54806], [-1.02487, -0.59847, -3.79224], [-0.19878, -3.39079, -1.22598], [-1.65571, -2.63550, -2.65576], [-1.94424, -1.62915, -3.58752], [-1.21602, 0.18194, -4.53806], [-2.36944, -3.44286, -2.47057], [-2.89057, -1.63897, -4.13435], [3.09205, 2.72233, -1.15958], [-1.02236, 0.07674, -0.08209], [4.95248, 2.46430, -0.88166], [2.37158, 4.30389, -0.29658], [2.85926, 3.25833, -2.93012], [5.17244, 1.43329, -0.56988], [5.34262, 3.14730, -0.11219], [5.51692, 2.65488, -1.80676], [2.84677, 2.27000, -3.40953], [3.65927, 3.92467, -3.28202], [1.87501, 3.74286, -3.03716], [1.40019, 4.09629, 0.19029], [2.20111, 5.12210, -1.01303], [3.06627, 4.68541, 0.46563], [-3.74411, 2.40259, 3.64739], [-2.91438, 1.71649, 4.62280], [-1.57410, 1.91273, 4.77546], [-0.46171, 3.06289, 3.86094], [-1.19531, 1.06618, 5.78471], [-2.28549, 0.34681, 6.26495], [-2.41058, -0.43394, 7.40941], [-3.70293, -0.86770, 7.73232], [-4.80396, -0.54187, 6.91658], [-4.65978, 0.26372, 5.77537], [-3.37452, 0.71971, 5.49590], [-3.73750, 3.48038, 3.83517], [-4.75885, 2.01914, 3.77072], [-3.38088, 2.22926, 2.62883], [-0.26336, 0.99795, 6.18299], [-1.51751, -0.63812, 7.99378], [-3.86557, -1.46033, 8.63504], [-5.79545, -0.90135, 7.19767], [-5.49042, 0.55516, 5.12413]],
  "mulliken_charge": [-1.560, 0.437, 0.490, 0.282, 0.275, 0.272, -1.674, 0.266, 0.313, 0.364, 0.389, 1.293, -0.582, 0.056, 0.210, -0.693, 0.184, -0.881, -0.401, 0.384, 0.268, 0.264, 0.270, 0.249, 0.334, -0.081, -0.021, 0.358, -0.890, -0.945, 0.319, 0.355, 0.312, -0.902, 0.294, 0.286, 0.380, 0.373, -0.743, 0.224, 0.572, -0.721, 0.433, -0.263, 0.120, -0.157, 0.113, -0.633, -1.068, 0.403, 0.554, 0.319, 0.518, -0.584, -1.058, -1.036, -0.489, 0.194, 0.337, 0.326, -0.584, 0.557, 0.303, 0.147, 0.315, 0.312, -0.824, 0.454, -0.714, -0.182, 0.089, 0.522, -0.930, -0.445, -0.670, -0.961, 1.163, 0.342, 0.228, 0.219, 0.277, 0.382, 0.350, 0.367, 0.274],
  "e_homo_ha": [-0.109, -0.109],
  "de_lowest_kcal_mol": 126.2,
  "orbital_gap_ha": [0.187, 0.187],
  "total_charge": -1
}

***

Entry 2:
{
  "formula": "C28H45B4FO19",
  "method": "wB97M-V/def2-TZVPD",
  "symbols": ["C", "C", "C", "C", "C", "B", "O", "B", "B", "C", "O", "O", "B", "C", "C", "F", "O", "H", "H", "H", "H", "H", "H", "H", "H", "H", "H", "H", "H", "H", "H", "H", "C", "C", "C", "O", "C", "O", "O", "H", "H", "H", "H", "H", "H", "C", "C", "C", "O", "C", "O", "O", "H", "H", "H", "H", "H", "H", "C", "C", "C", "O", "C", "O", "O", "H", "H", "H", "H", "H", "H", "C", "C", "C", "O", "C", "O", "O", "H", "H", "H", "H", "H", "H", "C", "C", "C", "O", "C", "O", "O", "H", "H", "H", "H", "H", "H"],
  "coordinates": [[2.25977, -0.79729, -4.45335], [2.76816, -0.06144, -3.65293], [3.31357, 1.00969, -2.77038], [2.12053, 1.84214, -2.22103], [1.55893, 1.26711, -0.89349], [2.56038, 1.52040, 0.30425], [3.47228, 2.61192, 0.19627], [3.16226, 3.42712, 1.31777], [2.56336, 4.97802, 1.03958], [3.15088, 6.33842, 1.60217], [1.44441, 5.06251, 0.19277], [3.34372, 2.81203, 2.55706], [3.55664, 1.45156, 2.29622], [4.83355, 0.64946, 2.82615], [5.81964, 1.63136, 3.51353], [5.52811, 0.15461, 1.69754], [2.60564, 0.79732, 1.49283], [1.60323, -1.35499, -5.08582], [3.88495, 0.49283, -1.98422], [4.02862, 1.67768, -3.30706], [1.33120, 1.85056, -2.98550], [2.44167, 2.88845, -2.11874], [1.34776, 0.19454, -0.95154], [0.65777, 1.86725, -0.67613], [3.13954, 6.33589, 2.70274], [2.54942, 7.16882, 1.19877], [4.16982, 6.50832, 1.21358], [1.71438, 4.61858, -0.62657], [4.59883, -0.21339, 3.46387], [6.34232, 2.13270, 2.68495], [6.59634, 1.09770, 4.07681], [5.28553, 2.35610, 4.13530], [-3.03103, -2.08238, 2.42502], [-2.16595, -1.75536, 1.23099], [-0.97171, -0.90569, 1.56432], [-0.74962, -0.20535, 0.33589], [-1.95428, -0.11649, -0.29298], [-2.17043, 0.58179, -1.23004], [-2.87331, -0.92752, 0.29387], [-3.52595, -1.19118, 2.80126], [-3.81873, -2.78204, 2.13993], [-2.45017, -2.52786, 3.21717], [-1.86868, -2.67445, 0.71548], [-0.09956, -1.49706, 1.83688], [-1.16664, -0.17400, 2.35356], [-7.89847, -1.85316, 1.22436], [-7.38136, -3.17073, 0.69667], [-8.08451, -4.37372, 1.26632], [-7.06926, -5.37812, 1.19616], [-5.87295, -4.74189, 1.27018], [-4.83181, -5.28416, 1.45209], [-6.02457, -3.39712, 1.11178], [-7.66063, -1.73855, 2.28308], [-7.42233, -1.02208, 0.70306], [-8.97748, -1.77201, 1.08902], [-7.40598, -3.17456, -0.39717], [-8.95657, -4.66382, 0.68362], [-8.37866, -4.24748, 2.31161], [7.69982, 2.98174, -6.78919], [6.61167, 3.66901, -5.99809], [5.82670, 2.74527, -5.10559], [4.55718, 3.39355, -5.02801], [4.40836, 4.10453, -6.18257], [3.39030, 4.58962, -6.54550], [5.58656, 4.17862, -6.86142], [7.27237, 2.30624, -7.53145], [8.29310, 3.71537, -7.33593], [8.36612, 2.41868, -6.13471], [7.02969, 4.50790, -5.43369], [6.27160, 2.64999, -4.11602], [5.68370, 1.74746, -5.52989], [0.93299, 0.03420, 6.51142], [-0.43095, 0.26468, 5.90443], [-1.49781, 0.62013, 6.90806], [-2.68367, 0.12675, 6.27727], [-2.30913, -0.90658, 5.47872], [-3.05713, -1.67456, 4.96937], [-0.95597, -0.94464, 5.33555], [0.93667, -0.86539, 7.12852], [1.67655, -0.11858, 5.72804], [1.24209, 0.88570, 7.11842], [-0.36788, 1.01399, 5.10955], [-1.56916, 1.69215, 7.08098], [-1.37542, 0.11062, 7.86737], [-4.10564, -3.64117, -1.63928], [-4.06084, -4.55308, -2.84113], [-3.09027, -4.11571, -3.90691], [-3.68600, -4.64699, -5.09487], [-5.02575, -4.71912, -4.87103], [-5.83912, -4.91495, -5.71214], [-5.30734, -4.53365, -3.55276], [-4.52902, -2.66949, -1.89964], [-4.74598, -4.06237, -0.86713], [-3.11145, -3.49453, -1.21702], [-3.86674, -5.58257, -2.52580], [-2.09251, -4.52451, -3.75818], [-3.02024, -3.02929, -4.00728]],
  "mulliken_charge": [-0.002, -0.765, 0.496, -0.690, -0.152, 0.045, -0.081, -0.478, 0.660, -0.982, -0.553, -0.312, 0.638, 0.347, -1.295, -0.342, -0.307, 0.454, 0.256, -0.453, 0.610, 0.060, 0.102, 0.232, 0.305, 0.250, 0.331, 0.306, 0.418, 0.331, 0.376, 0.261, -1.212, 0.997, -0.573, -0.097, 0.456, -0.564, -0.385, 0.322, -0.153, 0.446, 0.223, 0.444, 0.132, -1.544, 0.567, -0.513, -0.395, 0.565, -0.522, -0.110, 0.362, 0.366, 0.407, 0.193, 0.344, 0.317, -1.462, 0.457, -0.563, -0.200, 0.542, -0.519, -0.354, 0.365, 0.360, 0.369, 0.265, 0.389, 0.309, -1.468, 0.701, -0.536, -0.333, 0.631, -0.537, -0.348, 0.382, 0.264, 0.400, 0.192, 0.332, 0.311, -0.654, 0.447, -0.488, -0.344, 0.588, -0.537, -0.337, 0.418, -0.346, 0.214, 0.298, 0.335, 0.320],
  "e_homo_ha": -0.363,
  "orbital_gap_ha": 0.364,
  "total_charge": 0
}